This record from OMol25 describes a structure of composition C34H57ErN3O2SeSi. The level of theory is ωB97M-V/def2-TZVPD.

Values from the calculation:
Spin multiplicity: 4
Charge: +1
Energy relative to the best compared isomer or geometry (same formula, charge and spin), eV: 0.000
E_LUMO (alpha / beta), eV: -2.4 / -2.3
HOMO-LUMO gap (alpha / beta), eV: 7.90 / 7.93

Last column: Mulliken spin population.
Atoms and positions in Å:
O: 0.574 -2.519 -2.333  0.0044
O: -1.135 -1.903 -4.645  0.0004
C: 1.905 -2.634 -3.073  0.0010
C: 2.860 -3.357 -2.165  -0.0005
H: 2.211 -1.609 -3.297  -0.0003
H: 1.661 -3.147 -4.008  0.0000
H: 3.001 -2.830 -1.212  0.0003
H: 3.828 -3.400 -2.672  0.0000
H: 2.525 -4.377 -1.954  0.0000
C: -0.301 -3.792 -2.238  0.0007
C: -0.153 -4.636 -3.462  0.0001
H: -1.312 -3.414 -2.085  0.0000
H: 0.093 -4.230 -1.320  0.0000
H: -0.611 -4.145 -4.325  0.0000
H: -0.672 -5.593 -3.348  0.0000
H: 0.895 -4.858 -3.675  0.0000
C: -2.526 -1.729 -4.333  0.0001
C: -0.653 -1.266 -5.824  -0.0001
C: -3.244 -3.020 -4.652  0.0000
H: -2.946 -0.869 -4.886  0.0000
H: -2.567 -1.509 -3.252  0.0001
H: -3.193 -3.217 -5.733  0.0000
H: -4.295 -2.931 -4.360  0.0000
H: -2.782 -3.863 -4.117  0.0000
C: -1.036 -2.061 -7.060  0.0000
H: 0.438 -1.231 -5.692  0.0000
H: -1.032 -0.229 -5.863  0.0000
H: -0.711 -3.109 -6.962  0.0000
H: -0.552 -1.612 -7.934  0.0000
H: -2.126 -2.041 -7.212  0.0000
H: 0.139 -1.626 -2.417  -0.0026
N: 1.634 1.227 1.014  -0.0139
C: 1.519 2.495 1.468  0.0044
C: 0.361 3.282 1.336  -0.0033
C: -0.927 2.862 0.999  0.0051
C: 2.731 3.106 2.097  -0.0004
H: 3.576 3.122 1.397  0.0001
H: 3.050 2.569 2.998  0.0003
H: 2.514 4.138 2.382  -0.0001
C: -2.044 3.851 0.875  0.0001
H: -2.726 3.789 1.737  0.0000
H: -2.633 3.669 -0.037  0.0000
H: -1.644 4.871 0.834  0.0000
N: -1.247 1.553 0.836  -0.0377
C: 2.816 0.413 1.245  0.0047
C: 3.754 0.236 0.202  -0.0091
C: 3.571 0.886 -1.131  0.0066
C: 4.871 -0.572 0.419  0.0002
H: 5.605 -0.702 -0.379  0.0000
C: 5.066 -1.181 1.658  0.0002
H: 5.941 -1.810 1.826  0.0000
C: 4.153 -0.982 2.691  -0.0004
H: 4.305 -1.438 3.671  0.0000
C: 3.030 -0.179 2.505  -0.0023
C: 2.083 -0.014 3.652  0.0004
C: -2.565 1.103 1.171  0.0013
C: -3.449 0.717 0.154  -0.0003
C: -3.046 0.893 -1.272  -0.0062
C: -4.716 0.248 0.494  -0.0008
H: -5.387 -0.068 -0.306  0.0000
C: -5.100 0.193 1.833  0.0006
H: -6.090 -0.181 2.095  0.0000
C: -4.220 0.613 2.836  -0.0006
H: -4.507 0.595 3.890  0.0000
C: -2.952 1.095 2.518  -0.0015
C: -2.031 1.610 3.578  0.0003
Er: 0.094 0.141 -0.100  3.0432
H: 3.152 0.187 -1.872  0.0001
H: 4.542 1.216 -1.526  0.0000
H: 2.928 1.768 -1.083  -0.0024
H: 1.427 0.859 3.573  -0.0002
H: 2.669 0.092 4.580  0.0000
H: 1.439 -0.902 3.773  0.0000
H: -3.673 0.269 -1.922  0.0003
H: -1.995 0.598 -1.471  0.0042
H: -3.145 1.938 -1.609  0.0000
H: -1.030 1.160 3.508  0.0000
H: -2.443 1.352 4.562  0.0000
H: -1.918 2.703 3.551  0.0000
H: 0.474 4.339 1.574  0.0000
C: 0.135 0.313 -2.529  0.0112
Si: 0.324 2.027 -3.239  0.0009
H: 1.088 -0.161 -2.805  -0.0025
H: -0.649 -0.135 -3.171  -0.0012
C: 1.608 1.961 -4.604  -0.0004
C: 0.867 3.406 -2.097  0.0000
C: -1.299 2.594 -3.961  -0.0003
H: -1.889 1.779 -4.397  -0.0001
H: -1.082 3.326 -4.751  0.0000
H: -1.901 3.092 -3.193  0.0000
H: 2.585 1.609 -4.249  0.0000
H: 1.745 2.985 -4.971  -0.0002
H: 1.309 1.338 -5.456  0.0001
H: 1.708 3.159 -1.439  0.0004
H: 0.033 3.758 -1.477  0.0004
H: 1.186 4.240 -2.746  0.0002
Se: -0.769 -2.717 3.874  -0.0020
C: -0.628 -2.025 2.273  -0.0001
N: -0.473 -1.522 1.193  -0.0030